DFT (ωB97M-V with the def2-TZVPD basis set) results for 2 unconnected molecules or ions with the total composition C2H5S.

Calculated values
- charge = -1
- HOMO-LUMO gap (eV) = 6.67
- relative energy (zero: lowest compared OMol25 entry of this formula, charge and spin) (kJ/mol) = 90.2
- DFT total energy (Ha) = -477.372990

Last columns: bonded neighbours and bond lengths (Å).
Positions of all 8 atoms, in Å:
1 S 1.4117 1.2063 -0.4485  H2 1.345
2 H 2.3066 0.3445 -0.9634  S1 1.345
3 C -1.8114 -1.3714 1.1328  C4 1.342, H5 1.081, H6 1.110
4 C -1.3188 -1.1595 -0.0969  C3 1.342, H7 1.077, H8 1.117
5 H -1.5274 -0.6180 1.8535  C3 1.081
6 H -2.6534 -2.0867 1.2389  C3 1.110
7 H -1.6889 -1.6940 -0.9551  C4 1.077
8 H -0.7790 -0.1901 -0.2231  C4 1.117

Mulliken atomic charge list, values in e, 4 entries: atom 1 (S): -0.89, atom 2 (H): -0.05, atom 3 (C): -0.53, atom 4 (C): -0.33